1.
The following is a DFT calculation (the ωB97M-V functional and the def2-TZVPD basis) of a cluster of 5 separate species, C34H63ClN3O8PS2 in total.

Its HOMO-LUMO gap is 5.887 eV. As for the SMILES: O=S(=O)(O)CCCCc1cc2nsnc2c(CCCCCCCCCCCCn2cccc2)c1P(O)Cl.CCO.CCO.CCO.CCO. The electronic energy is -100598.33012 eV.

Last column: Löwdin charge in e.
Geometry (Å):
O (-9.92001, -5.17763, -1.98090)  -0.34
S (-9.52230, -4.13468, -3.00187)  0.75
O (-9.15060, -4.90541, -4.27144)  -0.39
O (-10.80908, -3.14472, -3.42206)  -0.20
C (-8.00006, -3.18191, -2.47396)  -0.22
C (-8.20385, -2.33953, -1.11729)  -0.22
C (-6.81613, -1.60797, -0.64388)  -0.18
C (-5.89887, -2.75319, 0.02468)  -0.19
C (-4.50582, -2.19193, 0.62781)  -0.13
C (-3.22167, -2.76724, -0.06925)  0.03
C (-1.76713, -2.35804, 0.35715)  -0.27
N (-0.47794, -2.79711, -0.13091)  -0.28
S (0.72438, -1.95211, 0.78664)  0.92
N (-0.35249, -1.02466, 1.76692)  -0.28
C (-1.75765, -1.28100, 1.51857)  -0.17
C (-3.02440, -0.65067, 2.26262)  -0.09
C (-2.69420, 0.42867, 3.39358)  -0.17
C (-1.79220, 1.65093, 2.76798)  -0.19
C (-0.58245, 2.10064, 3.74553)  -0.19
C (0.85523, 1.69910, 3.10487)  -0.20
C (1.91867, 2.91779, 3.19783)  -0.21
C (2.55650, 3.32162, 1.77188)  -0.20
C (4.06512, 3.85481, 2.06373)  -0.21
C (5.06725, 2.61223, 1.83708)  -0.23
C (5.53397, 2.42247, 0.30730)  -0.21
C (6.55742, 1.15932, 0.20427)  -0.22
C (6.70343, 0.57243, -1.28831)  -0.18
C (7.36963, 1.64303, -2.33055)  -0.14
N (6.66700, 1.60597, -3.65403)  -0.17
C (5.25141, 1.56735, -3.97465)  -0.09
C (5.05972, 1.49135, -5.52024)  -0.07
C (6.52254, 1.51552, -6.14969)  -0.06
C (7.44837, 1.60518, -4.88248)  -0.09
C (-4.44503, -1.13000, 1.83431)  -0.28
P (-5.98493, -0.47284, 2.70776)  0.62
O (-7.33454, -1.53438, 2.49035)  -0.40
Cl (-5.70950, -0.49862, 4.84264)  0.14
H (-11.30771, -3.66888, -4.10280)  0.10
H (-7.18737, -3.98890, -2.31608)  0.12
H (-7.68975, -2.42884, -3.30018)  0.13
H (-8.47737, -3.05204, -0.26103)  0.12
H (-9.07576, -1.59963, -1.22787)  0.13
H (-6.36361, -1.14754, -1.58870)  0.12
H (-7.12674, -0.77128, 0.07569)  0.09
H (-6.43639, -3.33316, 0.87204)  0.11
H (-5.69023, -3.52629, -0.81557)  0.11
H (-3.32877, -3.52090, -0.93313)  0.10
H (-1.99729, -0.08784, 4.15617)  0.12
H (-3.60263, 0.93218, 3.86394)  0.06
H (-1.41063, 1.43088, 1.71378)  0.09
H (-2.50999, 2.55828, 2.66626)  0.11
H (-0.57491, 3.25280, 3.83173)  0.10
H (-0.70639, 1.70779, 4.82770)  0.09
H (0.74604, 1.41920, 1.98869)  0.08
H (1.26232, 0.77520, 3.65515)  0.10
H (2.79112, 2.53079, 3.85467)  0.09
H (1.49998, 3.84691, 3.73779)  0.11
H (1.98229, 4.17443, 1.27040)  0.11
H (2.64444, 2.39832, 1.09966)  0.10
H (4.36862, 4.69503, 1.34461)  0.10
H (4.16865, 4.25590, 3.13025)  0.10
H (5.98865, 2.69004, 2.52272)  0.11
H (4.52050, 1.63019, 2.13480)  0.12
H (4.61627, 2.25982, -0.36876)  0.11
H (6.08397, 3.37780, -0.03396)  0.11
H (6.20978, 0.30170, 0.87676)  0.11
H (7.60690, 1.50065, 0.55623)  0.12
H (7.43763, -0.32292, -1.21860)  0.11
H (5.66671, 0.21620, -1.63204)  0.10
H (7.28914, 2.69559, -1.88570)  0.11
H (8.49584, 1.38792, -2.42638)  0.13
H (4.42209, 1.58961, -3.17925)  0.10
H (4.09821, 1.41715, -6.12950)  0.07
H (6.81986, 1.46459, -7.24980)  0.06
H (8.57759, 1.65511, -5.02609)  0.10
H (-6.94768, -2.43389, 2.68619)  0.05
C (4.15051, 3.16784, 7.96408)  -0.09
C (3.14380, 2.30974, 7.22404)  -0.33
O (3.75310, 1.70544, 6.09002)  -0.10
H (4.54860, 3.94523, 7.30659)  0.08
H (3.69305, 3.64280, 8.83549)  0.07
H (5.00106, 2.56588, 8.29771)  0.07
H (2.30693, 2.91833, 6.87385)  0.11
H (2.74962, 1.52138, 7.87360)  0.10
H (4.48682, 1.16161, 6.40776)  0.08
C (-7.76447, -3.70656, -7.18732)  -0.09
C (-6.25163, -3.62921, -7.22575)  -0.32
O (-5.77197, -2.86294, -6.12688)  -0.09
H (-8.20123, -2.70456, -7.22338)  0.08
H (-8.14706, -4.28882, -8.02937)  0.08
H (-8.10418, -4.16912, -6.25600)  0.04
H (-5.91607, -3.14707, -8.14664)  0.11
H (-5.80755, -4.62851, -7.17782)  0.11
H (-6.06564, -3.30178, -5.31698)  0.07
C (-0.81463, 2.09330, 8.74718)  -0.09
C (-1.82261, 1.23595, 8.00783)  -0.31
O (-1.21486, 0.63398, 6.87116)  -0.10
H (-0.41832, 2.87222, 8.09012)  0.07
H (-1.27038, 2.56643, 9.62039)  0.07
H (0.03701, 1.49109, 9.07786)  0.07
H (-2.66041, 1.84463, 7.66065)  0.12
H (-2.21486, 0.44644, 8.65649)  0.11
H (-0.48004, 0.09005, 7.18671)  0.09
C (7.20247, -2.65586, -9.01058)  -0.10
C (6.26695, -1.47386, -9.16830)  -0.32
O (6.92587, -0.27232, -8.78753)  -0.11
H (7.54370, -2.73932, -7.97538)  0.08
H (6.70636, -3.58708, -9.29487)  0.07
H (8.09455, -2.52893, -9.63133)  0.07
H (5.38840, -1.59412, -8.53077)  0.11
H (5.93047, -1.37716, -10.20547)  0.11
H (7.69716, -0.16784, -9.36155)  0.09

Cartesian forces, eV/Å:
O 0.8153 4.1711 -1.5397
S -0.2481 -6.6783 -2.1243
O -0.7222 3.2202 2.8338
O 1.6241 -0.9569 0.5899
C 0.2759 1.7271 0.8106
C 0.0448 -0.2916 0.6122
C -1.3776 -0.7515 -0.3670
C 0.7761 0.4672 0.0642
C 3.5210 -0.9318 -1.1940
C -1.2679 1.6800 1.8703
C -0.4639 0.8089 0.9010
N -3.0371 2.2250 2.5226
S -5.8595 0.5560 0.4729
N -2.4065 -0.9800 -0.7143
C 3.1520 -1.4329 -1.6046
C -1.6026 -1.4420 -1.3844
C 1.2230 -0.0152 -1.1548
C -0.7526 0.7987 0.5647
C 0.3344 0.2877 -0.6494
C -0.1079 0.4873 0.2382
C 0.6796 -0.9142 0.1080
C 0.8194 0.7935 1.1041
C 0.2038 -0.7566 -0.6716
C -0.0842 -0.3181 0.0060
C 0.5328 -0.2651 0.6152
C 0.0734 0.5079 -0.6267
C 0.6375 0.1658 0.5092
C -0.7412 -0.3207 1.2276
N 0.3004 -0.0795 -3.5042
C 0.6423 -0.2342 -3.5017
C 4.2314 0.2613 2.4968
C -1.0942 0.3180 5.9267
C -3.5115 -0.3560 -3.3568
C 4.7316 -1.8688 -0.6536
P -1.3019 1.0501 -0.4585
O 3.5311 -0.6033 0.7694
Cl 0.1424 -0.7077 -1.1109
H 0.7014 0.3720 0.6148
H -1.7046 1.0367 -0.5717
H -0.7234 -1.5836 1.0626
H 0.1616 0.9180 -1.3462
H 1.4413 -1.0009 0.0234
H -0.1702 -0.6241 1.5208
H 0.6931 -1.3002 -1.0063
H 0.6046 1.1074 -1.5635
H 0.0242 1.2734 1.6035
H -0.0350 1.3703 1.5913
H -1.4697 0.7345 -0.9489
H 1.2246 -1.2824 -0.5571
H -0.4663 0.1413 1.6064
H 1.1226 -1.5232 0.0678
H -0.1978 -1.7640 -0.2036
H 0.1366 0.4563 -1.9073
H -0.0129 0.4020 1.8747
H -0.5098 1.3782 -0.9304
H -1.3294 0.7557 -1.0123
H 0.5052 -1.4235 -0.9426
H 0.4990 -1.4628 0.5563
H -0.3557 1.4060 0.8161
H -0.4716 -1.1303 0.9774
H -0.2785 -0.5842 -1.4758
H -1.2589 -0.0627 -1.1165
H 0.8641 1.6169 -0.3012
H 1.3535 0.2284 0.9631
H -0.9532 -1.4400 0.4231
H 0.4351 1.2537 -0.8179
H -1.7022 -0.5583 -0.3784
H -1.4763 1.2766 -0.2703
H 1.6931 0.5221 0.2780
H 0.0818 -1.4344 -0.6685
H -2.0625 0.4766 -0.3074
H 1.7693 -0.0588 -1.3651
H 1.5007 0.1749 1.3565
H -0.4761 0.0263 2.0447
H -1.8091 -0.1004 1.0827
H -1.0786 0.8665 -0.2065
C 0.0055 0.1581 0.0837
C 0.3575 -0.0753 0.0888
O -0.0147 -0.1377 -0.1747
H -0.1231 -0.0429 0.0375
H 0.0835 -0.0192 -0.0082
H -0.0950 -0.0030 0.0837
H 0.0799 -0.1538 -0.1441
H -0.1301 0.1137 0.1179
H -0.1789 0.1422 -0.1191
C -0.1339 -0.0451 -0.0214
C -0.3028 -0.1260 0.1926
O 0.1981 0.1871 0.2123
H 0.0936 -0.0413 -0.1055
H -0.0315 0.0161 0.0611
H 0.0212 -0.0762 -0.1453
H 0.1250 0.0669 0.2100
H -0.0457 -0.0443 -0.1833
H 0.0600 0.0534 -0.2620
C 0.0136 0.1649 0.0717
C 0.3259 -0.0889 0.1462
O 0.0021 -0.1465 -0.1620
H -0.1178 -0.0336 0.0333
H 0.0845 -0.0221 -0.0120
H -0.0911 -0.0103 0.0849
H 0.0917 -0.1498 -0.1332
H -0.1241 0.1254 0.0953
H -0.1770 0.1261 -0.1258
C 0.0077 -0.1653 0.0787
C 0.3268 -0.0518 -0.1280
O 0.0555 0.2002 -0.0814
H -0.1225 0.0137 -0.0629
H 0.0827 0.0185 -0.0075
H -0.0940 -0.0531 -0.0703
H 0.1166 0.2005 0.0007
H -0.1322 -0.1520 0.0068
H -0.2004 -0.0297 0.1484

2.
The following is a DFT calculation (the ωB97M-V functional and the def2-TZVPD basis) of a structure of composition C12Cl5F5N2OS2V.

Its HOMO-LUMO gap (alpha / beta) is 4.844 / 4.343 eV. Its expectation value of S² is 0.7758. Its net charge is -2. The electronic energy is -141031.91473 eV. As for the spin multiplicity: 2.

Last column: Löwdin spin population.
Geometry (Å):
V (0.15569, 0.01167, 0.24855)  0.93
S (2.51769, 0.44533, 0.48641)  0.01
C (2.21590, 0.52954, 2.17164)  0.00
S (0.54210, 0.20162, 2.56023)  -0.01
C (3.18495, 0.79415, 3.14189)  0.00
C (4.54788, 1.05462, 2.78872)  0.00
N (5.65605, 1.27381, 2.54698)  0.00
C (2.87940, 0.81731, 4.54052)  0.00
N (2.67804, 0.84324, 5.67793)  0.00
Cl (-5.48333, 4.52785, 0.09883)  0.00
C (-3.91864, 3.78135, 0.00429)  0.00
C (-3.78490, 2.40208, 0.11637)  0.00
Cl (-5.18248, 1.40255, 0.34283)  0.00
C (-2.53482, 1.81764, 0.04267)  0.01
Cl (-2.32071, 0.09622, 0.12829)  0.02
C (-1.34696, 2.55039, -0.16634)  0.00
O (-0.19185, 1.99550, -0.24828)  0.01
C (-1.51582, 3.95241, -0.27744)  0.00
Cl (-0.09159, 4.89152, -0.52576)  0.00
C (-2.76719, 4.54460, -0.19092)  0.00
Cl (-2.91058, 6.26853, -0.32938)  0.00
F (-0.66087, -2.14728, -1.39962)  0.00
C (0.06351, -2.06428, -0.15953)  0.01
F (-0.71426, -2.80171, 0.73892)  0.01
C (1.23091, -3.03441, -0.45517)  0.00
F (0.78614, -4.26638, -0.82691)  0.00
F (2.01385, -2.59842, -1.45588)  0.00
F (2.00071, -3.21445, 0.62740)  0.00

Cartesian forces, eV/Å:
V 0.4237 1.1048 0.5526
S 0.4677 0.0257 0.0235
C -0.0445 -0.0837 0.0609
S 0.1102 0.0246 0.2223
C 0.1180 0.0441 0.1173
C -0.3373 -0.0550 0.1263
N 0.0042 -0.0049 0.0123
C 0.0945 0.0022 -0.3762
N 0.0107 0.0062 0.0063
Cl 0.1111 -0.0400 -0.0018
C -0.0812 0.0646 -0.0019
C -0.0244 -0.1650 0.0278
Cl 0.0508 0.0747 -0.0083
C -0.1345 -0.2837 -0.0431
Cl -0.4748 0.0882 0.0500
C 0.5455 -0.1621 0.0578
O -0.5200 -0.1157 -0.3195
C -0.1002 0.1785 0.0040
Cl -0.0459 -0.0104 0.0009
C 0.0933 0.1189 -0.0271
Cl 0.0026 -0.0775 0.0031
F 0.0303 0.0090 0.1628
C -0.0284 -1.0963 -0.8121
F -0.0863 0.1104 -0.0643
C -0.2671 0.2427 0.2569
F 0.1576 0.0026 0.0036
F -0.0613 0.0099 0.0623
F -0.0142 -0.0131 -0.0964

Q: What is the electronic energy in the first record?
A: -100598.33012 eV

Q: Among the records above, which one has the lowest electronic energy?
A: C12Cl5F5N2OS2V